# 1
Formula: C8H16N2O4
Source: the Open Molecules 2025 dataset
Level of theory: ωB97M-V/def2-TZVPD

Geometry as XYZ:
```
30
Properties=species:S:1:pos:R:3:nbo_charge:R:1
C -2.485 2.409 -0.971 -0.64
C -1.233 1.495 -0.988 -0.20
C 0.048 2.438 -1.280 -0.63
C -1.098 0.831 0.498 -0.17
N 0.160 0.297 0.849 -0.60
C 0.721 -0.617 0.130 0.69
O 0.284 -0.812 -1.025 -0.68
C 2.057 -1.236 0.598 -0.14
N 2.215 -1.331 2.011 -0.86
C 2.149 -2.701 -0.147 -0.07
O 3.194 -3.478 0.346 -0.74
C -2.044 -0.322 0.604 0.79
O -1.771 -1.399 1.097 -0.62
O -3.243 -0.059 0.222 -0.66
H -3.499 1.975 -1.075 0.23
H -2.667 2.959 -0.054 0.20
H -2.368 3.070 -1.848 0.21
H -1.138 0.708 -1.748 0.25
H 0.792 1.730 -1.704 0.23
H 0.355 2.854 -0.284 0.19
H -0.092 3.382 -1.821 0.22
H -1.445 1.705 1.076 0.24
H 0.551 0.547 1.778 0.42
H 2.764 -0.592 0.109 0.20
H 1.345 -1.633 2.442 0.37
H 2.964 -2.018 2.257 0.39
H 1.173 -3.257 0.109 0.17
H 2.151 -2.433 -1.227 0.19
H 3.910 -3.663 -0.311 0.48
H -3.750 -0.849 0.358 0.50
```

Results
highest occupied orbital energy = -9.1009 eV
LUMO energy = 0.6730 eV
net charge = 0
ΔE to the lowest compared entry with this formula, charge and spin = 166.76 kJ/mol

---

# 2
Formula: C36H37NOP2Pd
Source: the Open Molecules 2025 dataset
Level of theory: ωB97M-V/def2-TZVPD

Geometry as XYZ:
```
78
Properties=species:S:1:pos:R:3:mulliken_charge:R:1
Pd 1.331 0.054 0.342 -0.65
C -2.227 -0.208 6.118 -0.59
C -2.463 -0.158 4.802 -0.36
C -3.054 0.965 3.994 -0.91
C -2.011 1.831 3.249 0.08
C -0.978 2.473 4.118 -0.48
C -0.858 2.306 5.465 -0.35
C -1.965 2.321 6.516 -0.70
C -2.456 0.939 7.049 -0.73
C 2.954 -0.053 1.648 -0.89
H -1.851 -1.146 6.533 0.42
H -2.022 -0.952 4.205 0.73
H -3.689 1.595 4.631 0.43
H -3.722 0.509 3.245 0.49
H -1.509 1.266 2.443 -0.26
H -2.543 2.632 2.722 0.43
H -0.382 3.279 3.618 0.36
H 0.138 2.052 5.893 0.27
H -2.817 2.917 6.152 0.31
H -1.632 2.878 7.414 0.38
H -2.059 0.732 8.059 0.39
H -3.549 1.027 7.180 0.23
H 2.937 -1.104 1.975 0.38
H 2.843 0.628 2.506 0.29
H 3.831 0.234 1.063 0.29
P 0.110 -2.068 -1.786 0.25
P 1.961 0.414 -2.243 0.65
C -0.611 -0.499 -2.375 -0.79
C 0.200 0.542 -2.670 -0.81
C -0.443 -3.153 -3.171 0.64
C -1.575 -2.868 -3.943 0.07
C -1.984 -3.746 -4.950 -0.64
C -1.249 -4.904 -5.225 -0.48
C -0.101 -5.183 -4.463 -0.56
C 0.310 -4.312 -3.445 -0.56
C -1.183 -2.480 -0.553 1.46
C -1.087 -1.640 0.550 0.76
C -1.932 -1.771 1.636 -0.78
C -2.885 -2.790 1.652 -0.73
C -3.068 -3.556 0.504 -0.81
C -2.211 -3.436 -0.596 -0.46
C 2.635 0.952 -3.936 0.36
C 2.381 0.073 -5.009 -0.43
C 2.797 0.392 -6.307 -0.62
C 3.481 1.594 -6.554 -0.47
C 3.713 2.481 -5.499 -0.62
C 3.311 2.158 -4.193 -0.22
C 2.124 1.958 -1.300 0.40
C 3.345 2.120 -0.606 -0.53
C 3.544 3.280 0.138 -0.85
C 2.567 4.283 0.141 -0.45
C 1.392 4.134 -0.599 -0.83
C 1.165 2.981 -1.342 0.06
H -1.695 -0.461 -2.519 0.71
H -0.120 1.443 -3.213 0.78
H -2.144 -1.958 -3.772 0.21
H -2.882 -3.518 -5.523 0.38
H -1.571 -5.584 -6.023 0.36
H 0.475 -6.090 -4.667 0.36
H 1.214 -4.536 -2.866 0.37
H -0.372 -0.773 0.530 -0.53
H -1.813 -1.038 2.428 -0.02
H -3.489 -2.942 2.537 0.46
H -3.914 -4.235 0.468 0.37
H -2.375 -4.054 -1.478 0.36
H 1.845 -0.863 -4.827 0.37
H 2.598 -0.298 -7.129 0.38
H 3.827 1.823 -7.567 0.35
H 4.220 3.430 -5.696 0.37
H 3.526 2.862 -3.385 0.29
H 4.072 1.302 -0.582 0.74
H 4.456 3.393 0.722 0.44
H 2.720 5.190 0.724 0.39
H 0.624 4.906 -0.596 0.40
H 0.233 2.846 -1.888 0.33
O 0.372 -1.762 4.034 -0.65
C 0.527 -0.956 3.172 0.76
N 0.711 -0.105 2.317 -0.62
```

Results
2S+1 = 3
⟨S²⟩ = 2.010
highest occupied orbital energy (alpha / beta) = -6.7425 / -7.3547 eV
LUMO energy (alpha / beta) = -0.0743 / -1.8124 eV
net charge = 0
ΔE to the lowest compared entry with this formula, charge and spin = 275.19 kJ/mol

---

# 3
Formula: C4H11NO2
Source: the Open Molecules 2025 dataset
Level of theory: ωB97M-V/def2-TZVPD

Geometry as XYZ:
```
18
Properties=species:S:1:pos:R:3:nbo_charge:R:1
C 1.460 1.883 -0.050 -0.41
N 1.044 0.563 -0.156 -0.61
C 1.833 -0.514 0.069 0.66
C 1.166 -1.722 -0.410 -0.72
O 2.989 -0.339 0.521 -0.64
H 1.716 1.947 1.013 0.22
H 2.290 2.190 -0.713 0.20
H 0.492 2.472 -0.264 0.20
H 0.213 0.353 -0.819 0.40
H 0.057 -1.612 -0.523 0.22
H 1.439 -2.276 0.430 0.24
H 1.585 -2.115 -1.385 0.24
C -2.638 -0.277 0.674 -0.25
O -2.193 0.235 -0.525 -0.72
H -1.818 -0.305 1.339 0.18
H -3.497 0.207 1.301 0.17
H -3.009 -1.374 0.534 0.15
H -3.130 0.685 -1.037 0.47
```

Results
highest occupied orbital energy = -9.2303 eV
LUMO energy = 0.2550 eV
net charge = 0
ΔE to the lowest compared entry with this formula, charge and spin = 261.34 kJ/mol

---

# 4
Formula: C5H5NO
Source: the Open Molecules 2025 dataset
Level of theory: ωB97M-V/def2-TZVPD

Geometry as XYZ:
```
12
Properties=species:S:1:pos:R:3:nbo_charge:R:1
O -1.964 0.050 -0.352 -0.70
C -1.057 -0.809 0.284 -0.04
C 0.399 -0.388 -0.053 -0.44
C 0.740 1.014 0.014 -0.07
C 0.958 2.093 -0.494 -0.23
C 1.418 -1.352 0.360 0.28
N 2.204 -2.147 0.669 -0.30
H -1.920 0.905 0.094 0.47
H -1.247 -0.857 1.373 0.18
H -1.239 -1.817 -0.106 0.20
H 0.542 0.205 -1.154 0.41
H 1.161 3.115 -0.663 0.24
```

Results
highest occupied orbital energy = -9.6080 eV
LUMO energy = 0.4314 eV
net charge = 0
ΔE to the lowest compared entry with this formula, charge and spin = 440.10 kJ/mol

---

# 5
Formula: C2H7NSi
Source: the Open Molecules 2025 dataset
Level of theory: ωB97M-V/def2-TZVPD

Geometry as XYZ:
```
11
Properties=species:S:1:pos:R:3:nbo_charge:R:1
C 1.061 1.628 -0.605 -0.49
C 0.152 1.691 0.382 -0.38
N -0.012 -2.008 -0.031 -1.31
Si -1.034 -0.756 0.634 1.24
H 1.421 2.528 -1.080 0.19
H 1.179 0.656 -1.122 0.19
H -0.028 2.558 0.883 0.15
H 0.119 -2.236 -1.029 0.41
H 0.896 -2.368 0.409 0.40
H -2.088 -0.804 -0.322 -0.21
H -1.667 -0.891 1.882 -0.19
```

Results
highest occupied orbital energy = -8.4184 eV
LUMO energy = 0.6763 eV
net charge = 0
ΔE to the lowest compared entry with this formula, charge and spin = 242.46 kJ/mol

---

# 6
Formula: C4H6F3N
Source: the Open Molecules 2025 dataset
Level of theory: ωB97M-V/def2-TZVPD

Geometry as XYZ:
```
14
Properties=species:S:1:pos:R:3:nbo_charge:R:1
H 0.679 -1.110 -2.424 0.38
N 0.148 -0.931 -1.586 -0.66
C 0.656 -0.560 -0.530 0.30
C -0.083 -0.287 0.882 -0.46
C 0.818 0.881 1.115 -0.47
C 1.805 0.138 0.079 0.64
F 2.769 -0.583 0.656 -0.31
F 2.422 0.952 -0.766 -0.33
H 0.149 -1.257 1.294 0.25
H -1.122 -0.039 0.712 0.24
H 0.308 1.742 0.655 0.23
H 1.189 1.098 2.170 0.23
F -1.281 -2.355 -0.059 -0.59
H -0.874 -2.133 -0.834 0.56
```

Results
highest occupied orbital energy = -10.2609 eV
LUMO energy = 0.6716 eV
net charge = 0
ΔE to the lowest compared entry with this formula, charge and spin = 110.16 kJ/mol

---

# 7
Formula: C21H24N2O2
Source: the Open Molecules 2025 dataset
Level of theory: ωB97M-V/def2-TZVPD

Geometry as XYZ:
```
49
Properties=species:S:1:pos:R:3:nbo_charge:R:1
C 5.759 -3.408 -3.049 -0.25
O 4.413 -3.663 -2.589 -0.51
C 3.570 -2.550 -2.508 0.28
C 3.961 -1.282 -2.068 -0.23
C 3.047 -0.210 -1.978 -0.19
C 1.713 -0.409 -2.349 -0.05
C 0.745 0.718 -2.229 -0.23
N 0.301 0.837 -0.847 -0.47
C -0.265 2.161 -0.402 -0.20
C -0.889 1.977 1.043 -0.04
C 0.142 1.614 2.099 -0.42
C 0.351 0.091 2.398 -0.52
C 0.562 -0.705 1.119 0.60
O 1.280 -1.712 1.190 -0.54
C -0.236 -0.395 -0.169 -0.15
C -1.727 -0.250 0.206 -0.22
N -1.965 0.938 1.030 -0.48
C -3.105 1.063 1.841 0.26
C -4.279 0.351 1.559 -0.30
C -5.488 0.574 2.293 -0.18
C -5.491 1.520 3.297 -0.27
C -4.342 2.267 3.557 -0.17
C -3.136 1.970 2.888 -0.31
C 1.307 -1.679 -2.823 -0.20
C 2.238 -2.736 -2.876 -0.24
H 6.285 -2.822 -2.315 0.17
H 5.709 -2.826 -3.998 0.18
H 6.296 -4.343 -3.215 0.20
H 4.975 -1.096 -1.719 0.21
H 3.317 0.766 -1.582 0.21
H -0.083 0.440 -2.881 0.17
H 1.200 1.634 -2.585 0.21
H -1.082 2.458 -1.085 0.18
H 0.498 2.931 -0.384 0.20
H -1.291 2.975 1.313 0.23
H 1.114 2.043 1.781 0.21
H -0.110 2.153 3.034 0.21
H -0.536 -0.259 2.926 0.24
H 1.232 -0.017 3.104 0.24
H -0.103 -1.261 -0.842 0.25
H -2.292 -0.175 -0.720 0.19
H -2.060 -1.099 0.807 0.21
H -4.323 -0.327 0.673 0.21
H -6.367 0.004 2.047 0.21
H -6.418 1.688 3.825 0.21
H -4.360 3.030 4.336 0.21
H -2.320 2.613 3.221 0.21
H 0.287 -1.870 -3.154 0.21
H 1.968 -3.719 -3.217 0.22
```

Results
highest occupied orbital energy = -7.7799 eV
LUMO energy = 0.7098 eV
net charge = 0
ΔE to the lowest compared entry with this formula, charge and spin = 367.38 kJ/mol

---

# 8
Formula: C6H11NO2
Source: the Open Molecules 2025 dataset
Level of theory: ωB97M-V/def2-TZVPD

Geometry as XYZ:
```
20
Properties=species:S:1:pos:R:3:nbo_charge:R:1
C 0.049 -1.675 0.023 -0.60
C -0.114 -0.399 -0.503 -0.24
C 1.189 -0.399 -1.004 -0.06
C 0.911 0.305 1.183 -0.12
C -0.199 0.771 0.262 0.11
C -1.503 0.264 -0.389 0.00
H -0.755 -2.267 -0.341 0.20
H 1.249 -2.029 -0.162 0.28
H 0.044 -1.957 1.220 0.21
H 1.534 0.442 -1.681 0.19
H 1.529 -1.223 -1.506 0.19
H 1.479 1.278 1.431 0.20
H 0.978 -0.486 2.119 0.24
H 0.197 2.730 0.619 0.46
H -1.771 0.916 -1.159 0.22
H -2.541 -1.647 0.100 0.35
H -3.422 0.449 -0.134 0.38
N -2.578 -0.264 0.432 -0.78
O 1.921 -0.325 0.258 -0.57
O 0.270 1.880 -0.378 -0.66
```

Results
highest occupied orbital energy = -8.8042 eV
LUMO energy = 0.2192 eV
net charge = 0
ΔE to the lowest compared entry with this formula, charge and spin = 1290.69 kJ/mol

---

| no. | F_max (eV/A) |
| --- | --- |
| 1 | 4.9 |
| 2 | 3.9 |
| 3 | 6.5 |
| 4 | 3.9 |
| 5 | 5.5 |
| 6 | 3.7 |
| 7 | 2.8 |
| 8 | 10.0 |